(1)
Below is 12 unconnected molecules or ions with the total composition C31H57FN13O23, with properties calculated with the ωB97M-V functional and the def2-TZVPD basis.

Atoms and positions in Å:
C: 6.406 1.101 5.209
C: 6.019 0.507 4.240
C: 5.691 -0.212 3.014
C: 4.563 0.404 2.224
N: 3.726 1.148 2.905
N: 2.698 1.629 2.239
C: 2.400 1.448 0.961
C: 1.148 2.109 0.486
C: -0.125 1.592 1.131
C: -0.994 2.569 1.597
C: -2.205 2.248 2.171
C: -2.546 0.915 2.306
C: -1.674 -0.060 1.850
C: -0.464 0.253 1.253
C: 0.397 -0.874 0.743
C: 3.288 0.688 0.185
C: 3.027 0.534 -1.280
C: 3.333 1.807 -2.113
C: 4.074 2.922 -1.422
F: 2.112 2.310 -2.575
C: 4.388 0.147 0.834
C: 5.374 -0.746 0.132
C: 6.665 -0.069 -0.324
O: 7.432 -0.941 -1.144
H: 6.745 1.576 6.099
H: 5.436 -1.251 3.236
H: 6.590 -0.223 2.402
H: 2.064 2.187 2.801
H: 1.100 2.061 -0.598
H: 1.210 3.161 0.767
H: -0.747 3.615 1.480
H: -2.886 3.020 2.497
H: -3.476 0.585 2.744
H: -1.944 -1.102 1.946
H: -0.091 -1.826 0.941
H: 1.368 -0.921 1.241
H: 0.539 -0.819 -0.337
H: 3.574 -0.301 -1.698
H: 1.969 0.345 -1.454
H: 3.906 1.502 -2.989
H: 5.064 2.593 -1.108
H: 4.229 3.720 -2.146
H: 3.521 3.361 -0.592
H: 4.916 -1.197 -0.745
H: 5.617 -1.573 0.803
H: 7.285 0.229 0.522
H: 6.442 0.802 -0.938
H: 7.191 -1.853 -0.960
C: 10.912 1.838 3.694
N: 9.928 0.865 4.243
O: 9.150 0.339 3.473
O: 9.967 0.661 5.435
H: 10.756 1.916 2.625
H: 10.741 2.786 4.195
H: 11.902 1.461 3.928
C: -6.112 -0.423 0.695
N: -5.936 -0.161 2.143
O: -5.526 -1.066 2.843
O: -6.208 0.954 2.542
H: -5.827 -1.445 0.496
H: -7.160 -0.257 0.458
H: -5.472 0.275 0.160
C: -8.022 -4.494 1.189
N: -8.041 -3.879 -0.167
O: -7.177 -3.063 -0.430
O: -8.917 -4.229 -0.921
H: -7.185 -4.084 1.740
H: -8.968 -4.253 1.665
H: -7.924 -5.567 1.050
C: -3.925 -0.315 -3.637
N: -3.768 -0.053 -2.179
O: -3.365 -0.956 -1.480
O: -4.059 1.059 -1.780
H: -3.625 -1.336 -3.841
H: -4.970 -0.150 -3.883
H: -3.295 0.400 -4.158
C: 4.040 -1.611 -4.987
N: 3.213 -2.567 -4.199
O: 2.626 -3.435 -4.796
O: 3.181 -2.413 -2.989
H: 3.966 -1.882 -6.033
H: 3.644 -0.617 -4.805
H: 5.061 -1.691 -4.626
C: -3.342 6.233 -0.300
N: -2.050 6.373 0.427
O: -1.876 5.691 1.417
O: -1.244 7.159 -0.023
H: -3.947 5.498 0.218
H: -3.815 7.210 -0.305
H: -3.109 5.919 -1.313
C: 0.105 -0.673 5.133
N: -0.615 -1.546 6.101
O: -0.373 -2.733 6.074
O: -1.396 -0.998 6.846
H: 0.762 -1.298 4.539
H: -0.644 -0.183 4.517
H: 0.665 0.058 5.710
C: -9.762 0.351 4.040
N: -9.698 -0.266 2.687
O: -9.793 -1.475 2.607
O: -9.551 0.487 1.751
H: -9.895 -0.439 4.768
H: -8.827 0.884 4.190
H: -10.601 1.041 4.040
C: 1.778 7.151 -1.115
N: 3.119 6.534 -1.327
O: 3.787 6.271 -0.346
O: 3.456 6.327 -2.472
H: 1.620 7.272 -0.051
H: 1.779 8.107 -1.629
H: 1.042 6.486 -1.557
C: -1.349 -4.799 -4.643
N: -2.466 -3.817 -4.662
O: -2.755 -3.293 -5.718
O: -3.029 -3.594 -3.608
H: -0.957 -4.891 -5.646
H: -0.601 -4.421 -3.952
H: -1.751 -5.742 -4.291
C: -3.744 -8.176 -7.304
N: -2.591 -7.988 -6.382
O: -2.485 -8.736 -5.436
O: -1.824 -7.080 -6.639
H: -4.331 -9.012 -6.946
H: -4.314 -7.252 -7.299
H: -3.337 -8.364 -8.293

Summary:
Calculated total energy ... -102214.373 eV
HOMO level ... -11.683 eV
Gap between HOMO and LUMO ... 7.8 eV
Total charge ... +1
Maximum force ... 0.68 eV Å⁻¹

(2)
Below is 2 unconnected molecules or ions with the total composition C2H2BrO2S at a distorted geometry, with properties calculated with the ωB97M-V functional and the def2-TZVPD basis.

Atoms and positions in Å:
C: -1.036 -0.091 -1.408
C: -0.114 -0.674 -0.496
O: -1.367 0.620 -2.306
O: -1.486 -1.110 -0.649
S: 0.726 1.760 2.447
Br: 1.214 -1.988 -1.138
H: 0.176 -0.253 0.461
H: 1.887 1.735 3.089

Summary:
Calculated total energy ... -87078.789 eV
HOMO level ... -2.899 eV
Gap between HOMO and LUMO ... 5.6 eV
Total charge ... -1
Maximum force ... 1.57 eV Å⁻¹

(3)
Below is 11 unconnected molecules or ions with the total composition C27H79N5O11 at a distorted geometry, with properties calculated with the ωB97M-V functional and the def2-TZVPD basis.

Atoms and positions in Å:
C: 26.200 2.284 1.625
C: 27.215 3.044 2.504
C: 27.754 4.364 1.975
O: 28.501 4.990 2.985
C: 29.324 6.087 2.425
N: 26.621 3.241 3.803
H: 25.647 1.576 2.242
H: 26.622 1.842 0.722
H: 25.509 3.037 1.246
H: 27.986 2.282 2.616
H: 26.982 5.050 1.627
H: 28.392 4.132 1.122
H: 28.692 6.967 2.307
H: 29.886 5.926 1.505
H: 30.127 6.224 3.148
H: 25.875 2.564 3.882
H: 26.030 4.054 3.899
C: 25.214 -7.001 1.316
C: 24.162 -5.987 1.776
C: 22.750 -6.346 1.445
O: 22.634 -6.345 -0.006
C: 21.322 -6.726 -0.533
N: 24.374 -5.874 3.158
H: 25.143 -7.059 0.229
H: 25.095 -7.990 1.759
H: 26.258 -6.755 1.511
H: 24.481 -5.056 1.310
H: 22.105 -5.493 1.657
H: 22.294 -7.268 1.808
H: 20.663 -5.898 -0.273
H: 20.913 -7.656 -0.139
H: 21.152 -6.756 -1.610
H: 25.374 -5.845 3.294
H: 24.190 -4.921 3.440
C: 24.379 -2.931 5.163
C: 24.358 -1.918 3.940
C: 25.713 -1.257 3.599
O: 26.176 -0.606 4.770
C: 27.567 -0.222 4.714
N: 23.904 -2.735 2.796
H: 24.974 -3.836 5.042
H: 23.403 -3.306 5.471
H: 24.677 -2.438 6.088
H: 23.689 -1.081 4.138
H: 25.731 -0.471 2.844
H: 26.459 -1.943 3.198
H: 27.705 0.716 4.176
H: 28.270 -0.928 4.271
H: 27.923 -0.002 5.720
H: 24.236 -2.407 1.900
H: 22.908 -2.568 2.796
C: 29.725 0.247 9.615
C: 29.705 1.106 8.381
O: 28.372 1.108 8.104
H: 30.709 0.040 10.036
H: 29.186 -0.700 9.602
H: 29.260 0.720 10.480
H: 30.257 0.567 7.610
H: 30.199 2.072 8.481
H: 28.015 0.676 8.883
C: 20.247 -0.337 5.863
C: 20.805 0.799 6.757
O: 19.991 1.926 6.606
H: 19.311 0.006 5.421
H: 19.970 -1.146 6.539
H: 20.959 -0.650 5.099
H: 21.849 0.992 6.511
H: 20.811 0.507 7.807
H: 20.455 2.620 7.080
C: 19.478 -2.861 0.501
C: 20.843 -2.542 1.043
O: 20.808 -2.506 2.480
H: 18.630 -2.610 1.138
H: 19.410 -3.889 0.144
H: 19.233 -2.360 -0.435
H: 21.313 -1.606 0.743
H: 21.479 -3.369 0.726
H: 21.105 -1.623 2.709
C: 24.063 2.217 8.166
C: 24.771 1.547 6.918
O: 24.752 0.118 7.047
H: 23.942 1.588 9.048
H: 23.084 2.523 7.797
H: 24.585 3.119 8.487
H: 25.726 2.072 6.902
H: 24.259 1.659 5.963
H: 25.183 -0.339 6.322
C: 28.117 -3.481 7.809
C: 27.160 -4.270 6.856
O: 27.751 -5.570 6.827
H: 27.961 -2.403 7.786
H: 29.163 -3.539 7.509
H: 27.818 -3.891 8.773
H: 27.103 -3.883 5.838
H: 26.149 -4.430 7.232
H: 27.231 -6.180 6.298
C: 31.172 1.881 1.720
C: 31.050 0.426 2.061
O: 31.747 -0.269 1.087
H: 30.767 2.186 0.755
H: 32.174 2.310 1.752
H: 30.677 2.463 2.496
H: 30.023 0.068 2.127
H: 31.483 0.092 3.004
H: 32.661 -0.133 1.346
C: 26.853 -2.856 0.532
C: 26.025 -1.593 0.123
O: 24.678 -1.851 0.146
H: 27.109 -3.433 -0.357
H: 26.407 -3.457 1.325
H: 27.784 -2.512 0.982
H: 26.270 -1.259 -0.885
H: 26.108 -0.797 0.863
H: 24.368 -1.627 -0.735
C: 22.537 0.843 1.736
O: 21.970 0.100 2.491
N: 22.378 2.118 1.761
N: 23.592 0.607 1.003
H: 21.719 2.439 2.456
H: 23.066 2.819 1.524
H: 24.014 1.398 0.538
H: 24.038 -0.288 0.859

Summary:
Calculated total energy ... -59246.350 eV
HOMO level ... -8.805 eV
Gap between HOMO and LUMO ... 8.9 eV
SMILES ... COC[C@H](C)N.COC[C@H](C)N.COC[C@H](C)N.NC(N)=O.CCO.CCO.CCO.CCO.CCO.CCO.CCO
Total charge ... 0
Maximum force ... 6.93 eV Å⁻¹